{"formula": "C39H34ClN3SSi2V", "method": "ωB97M-V/def2-TZVPD", "symbols": ["C", "C", "C", "H", "C", "C", "H", "H", "H", "H", "V", "Si", "C", "C", "H", "C", "H", "C", "H", "C", "H", "C", "H", "C", "C", "H", "C", "H", "C", "H", "C", "H", "C", "H", "H", "Si", "C", "C", "H", "C", "H", "C", "H", "C", "H", "C", "H", "C", "C", "H", "C", "H", "C", "H", "C", "H", "C", "H", "H", "Cl", "N", "C", "C", "C", "C", "C", "C", "N", "C", "C", "C", "S", "C", "N", "H", "H", "H", "H", "H", "H", "H"], "positions_angstrom": [[-1.07682, -0.42359, 0.77870], [-1.45901, 0.07507, -0.49375], [-1.07231, -0.88712, -1.47390], [-1.98524, 1.01078, -0.68361], [-0.41144, -1.96662, -0.80031], [-0.42953, -1.67949, 0.59723], [-0.06048, -2.33867, 1.38239], [-1.30280, 0.02690, 1.73973], [-1.26911, -0.84424, -2.53450], [-0.01401, -2.85490, -1.27992], [0.59034, -0.19935, -0.47012], [1.66530, 0.84854, -4.04246], [0.28666, 2.20861, -4.13921], [0.76200, 3.42993, -4.61614], [1.83345, 3.58404, -4.77020], [-0.14040, 4.45344, -4.91108], [0.21036, 5.36499, -5.39490], [-1.49382, 4.30375, -4.58442], [-2.19942, 5.10048, -4.82275], [-1.94468, 3.14261, -3.95627], [-3.00644, 3.02688, -3.70937], [-1.03443, 2.11393, -3.67470], [-1.36460, 1.23977, -3.10415], [0.50550, -0.78424, -4.65863], [-0.94195, -0.73104, -5.16847], [-1.55982, 0.16521, -5.07182], [-1.62140, -1.98226, -5.40311], [-2.57832, -1.97263, -5.93448], [-1.11903, -3.14880, -4.86741], [-1.69105, -4.08014, -4.92336], [0.10537, -3.16954, -4.18826], [0.45020, -4.11108, -3.76291], [0.90544, -2.04992, -4.10778], [1.87918, -2.11705, -3.63042], [1.11329, 0.55376, -2.66264], [0.40214, -0.30998, -6.40934], [1.10322, -1.61576, -7.49339], [0.65733, -1.63592, -8.82828], [0.41156, -0.69165, -9.32347], [0.52591, -2.87502, -9.45377], [0.05671, -2.93294, -10.43584], [0.97339, -4.03449, -8.80292], [0.75752, -5.01062, -9.22432], [1.71014, -3.93424, -7.61073], [2.15396, -4.82039, -7.15233], [1.86175, -2.69395, -6.99382], [2.51136, -2.56440, -6.12423], [0.06465, 1.26520, -7.36026], [-1.20257, 1.77776, -7.70892], [-2.10422, 1.26845, -7.36872], [-1.30744, 2.93535, -8.49292], [-2.29322, 3.31630, -8.76759], [-0.15749, 3.61131, -8.91426], [-0.24566, 4.52680, -9.50066], [1.10975, 3.12420, -8.56013], [2.01065, 3.65484, -8.87161], [1.21592, 1.95504, -7.79277], [2.20603, 1.58998, -7.51462], [2.78446, 1.78803, -3.92397], [3.45334, -0.45712, -3.13873], [2.77444, 0.88107, 2.88109], [1.78515, 1.80965, 3.21430], [1.47412, 2.33910, 4.44703], [0.25379, 3.01020, 4.56950], [-0.62837, 3.10108, 3.47287], [-0.30850, 2.52568, 2.23576], [0.91062, 1.86721, 2.11388], [1.38404, 0.95884, 1.14546], [2.51869, 0.38296, 1.64651], [3.08082, -0.77410, 1.01293], [4.16030, -1.57637, 1.34059], [4.29772, -2.89674, 0.22707], [2.86334, -2.39290, -0.58096], [2.33718, -1.25161, -0.07027], [3.54043, 0.58024, 3.47772], [2.17991, 2.22599, 5.27730], [-0.03547, 3.46935, 5.51518], [-1.57800, 3.62213, 3.59387], [-0.97886, 2.57758, 1.37054], [4.82696, -1.37650, 2.16504], [2.48820, -2.86461, -1.48873]], "forces_ev_per_angstrom": [[-1.078, -0.825, 0.400], [-1.691, -0.031, -0.178], [-1.058, -1.047, 0.054], [0.166, -0.337, 0.035], [-1.571, -0.568, -0.359], [-1.074, -0.589, 0.279], [0.041, 0.366, -0.218], [0.292, 0.054, -0.239], [0.214, 0.047, 0.008], [-0.068, 0.258, 0.062], [4.202, 2.467, -0.797], [-3.239, -1.294, 3.234], [0.895, -0.029, -0.033], [-0.912, 0.376, -0.439], [-0.318, -0.164, -0.280], [-0.149, 0.120, 0.366], [-0.116, -0.093, 0.210], [0.139, 0.058, -0.362], [0.162, -0.197, 0.020], [0.250, -0.184, 0.257], [0.433, 0.124, 0.079], [-0.209, 0.322, -0.538], [0.130, 0.205, -0.464], [1.978, 2.171, 1.137], [0.162, 1.376, -1.810], [0.018, -0.215, 0.465], [0.038, -2.316, 1.361], [0.314, 0.012, 0.276], [-2.635, 0.869, -1.615], [0.155, 0.354, -0.297], [2.575, 1.161, 1.018], [0.013, 0.215, 0.064], [-0.471, -2.100, 0.038], [-0.239, 0.033, 0.005], [0.078, 0.158, 1.463], [-0.216, -0.468, -1.424], [0.651, 0.413, -0.796], [-0.147, -0.835, 0.434], [-0.437, -0.426, 0.212], [0.304, -0.097, -0.127], [0.181, -0.093, 0.177], [0.002, 0.365, 0.283], [0.141, 0.090, -0.052], [0.170, 0.075, -0.433], [-0.070, 0.216, -0.258], [-0.812, -0.087, -0.245], [-0.619, -0.140, -0.033], [0.710, 0.752, 0.174], [0.525, 0.019, -0.012], [0.187, 0.104, -0.063], [0.194, -0.180, 0.159], [0.288, -0.113, 0.102], [0.198, -0.299, 0.267], [0.018, -0.265, 0.124], [-0.309, -0.231, 0.127], [-0.253, -0.129, 0.068], [-0.481, 0.547, -0.400], [-0.189, 0.053, -0.107], [0.270, 0.244, -1.110], [0.626, -0.596, -0.418], [0.644, 0.010, 0.141], [-0.113, -0.903, -0.405], [-0.097, 0.730, 0.734], [0.274, -0.132, -0.253], [0.358, -0.199, -0.490], [-0.395, 0.520, -0.040], [0.983, -1.240, 0.135], [1.780, -0.182, 0.498], [-2.844, 1.988, 0.329], [0.750, -2.110, -1.095], [-0.858, 0.764, -0.495], [-0.687, 0.754, 0.399], [-0.235, 2.487, 1.141], [2.065, -1.944, -0.427], [-0.422, 0.207, -0.216], [-0.438, 0.121, -0.193], [0.152, -0.204, -0.231], [0.265, -0.154, -0.057], [0.171, -0.018, 0.463], [0.226, -0.326, -0.164], [0.062, 0.155, 0.377]], "spin_multiplicity": 4, "e_tot_ha": -4052.0434, "s_squared": 3.77, "homo_lumo_gap_ev": [4.61, 4.62], "total_charge": 0, "relative_energy_ev": 0.457, "largest_force_ev_per_a": 4.94}